1.
This record from the Open Molecules 2025 dataset describes a molecular structure, C11H34CaN2P2S at a distorted geometry. The level of theory is ωB97M-V/def2-TZVPD.

Last column: Mulliken charge in e.
Element x y z (Å)
Ca -1.329 0.010 -2.039  -0.75
H -3.524 -0.449 -1.979  0.04
H -3.551 0.319 -1.988  0.02
P 0.136 -2.414 -1.933  0.98
P 0.139 2.426 -1.879  1.00
C 0.380 3.368 -0.322  -1.19
H 0.563 4.431 -0.548  0.41
H -0.511 3.283 0.316  0.27
H 1.234 2.966 0.242  0.28
C 1.558 3.087 -2.830  -1.28
H 1.526 2.668 -3.842  0.33
H 1.523 4.187 -2.876  0.39
H 2.498 2.772 -2.353  0.31
C -1.227 3.418 -2.592  -1.31
H -2.122 3.351 -1.956  0.34
H -0.916 4.469 -2.670  0.39
H -1.475 3.038 -3.593  0.33
C 1.650 -3.044 -2.746  -1.27
H 1.614 -4.139 -2.852  0.38
H 1.736 -2.576 -3.733  0.33
H 2.532 -2.765 -2.153  0.31
C 0.203 -3.429 -0.403  -1.15
H -0.749 -3.358 0.143  0.28
H 0.393 -4.485 -0.658  0.41
H 0.998 -3.069 0.265  0.26
C -1.146 -3.360 -2.837  -1.27
H -1.278 -2.931 -3.839  0.33
H -0.831 -4.409 -2.927  0.39
H -2.105 -3.314 -2.302  0.32
H 0.291 -0.021 -3.216  -0.16
H 1.322 -0.032 0.014  0.18
C 2.476 -0.156 2.056  -1.21
N 1.252 -0.073 2.862  0.14
C 1.460 -0.090 4.304  -1.22
C 0.055 -0.007 2.262  0.23
S 0.055 -0.041 0.508  0.17
N -1.163 0.076 2.853  0.15
C -1.484 0.097 4.278  -1.13
C -2.354 0.158 2.015  -0.97
H 3.330 -0.209 2.731  0.26
H 2.599 0.732 1.425  0.37
H 2.482 -1.057 1.430  0.37
H 1.105 0.839 4.769  0.38
H 0.994 -0.972 4.763  0.38
H 2.538 -0.157 4.480  0.33
H -2.021 1.026 4.494  0.36
H -2.148 -0.747 4.491  0.37
H -0.624 0.033 4.923  0.33
H -2.376 1.056 1.377  0.18
H -2.503 -0.728 1.378  0.19
H -3.212 0.220 2.686  0.43

* orbital gap (alpha / beta): 3.421 / 4.111 eV
* lowest unoccupied orbital energy (alpha / beta): 0.46 / 0.32 eV
* E_HOMO (alpha / beta): -3.0 / -3.8 eV
* net charge: 0



2.
This record from the Open Molecules 2025 dataset describes C3H6O2 in the gas phase at a distorted geometry. The level of theory is ωB97M-V/def2-TZVPD.

Last column: Mulliken charge in e.
Element x y z (Å)
C 1.107 -1.405 -0.128  -1.02
C 0.188 -0.371 -0.142  0.80
C 0.361 1.090 -0.016  -0.97
O -1.084 -0.798 0.088  -0.20
O -2.113 0.154 -0.239  -0.39
H 0.804 -2.437 -0.225  0.26
H 2.166 -1.269 -0.090  0.27
H -0.187 1.780 -0.647  0.31
H -0.028 1.325 0.895  0.32
H 1.465 1.439 -0.086  0.27
H -2.678 0.492 0.589  0.34

* energy relative to the best compared isomer or geometry (same formula, charge and spin): 463.9 kJ/mol
* orbital gap: 9.201 eV
* lowest unoccupied orbital energy: 0.58 eV
* SMILES: C=C(C)OO
* E_HOMO: -8.6 eV
* net charge: 0



3.
This record from the Open Molecules 2025 dataset describes 10 unconnected molecules or ions with the total composition C4H28O10 at a distorted geometry. The level of theory is ωB97M-V/def2-TZVPD.

Last column: Mulliken charge in e.
Element x y z (Å)
C -0.168 0.971 5.808  -0.60
O -0.292 -0.224 5.053  -0.47
H 0.794 1.117 6.299  0.26
H -0.337 1.845 5.180  0.26
H -0.855 1.122 6.640  0.26
H 0.363 -0.206 4.351  0.29
C -1.042 -0.543 -5.282  -0.66
O -0.487 -0.680 -4.006  -0.45
H -2.116 -0.605 -5.460  0.27
H -0.886 0.509 -5.522  0.26
H -0.561 -1.069 -6.107  0.28
H -1.177 -0.871 -3.365  0.30
C 5.124 0.221 3.593  -0.52
O 4.094 -0.801 3.764  -0.48
H 4.806 1.033 2.939  0.20
H 5.494 0.650 4.525  0.25
H 5.911 -0.287 3.036  0.26
H 3.788 -0.957 2.867  0.28
C -2.899 2.744 -1.678  -0.38
O -4.137 2.225 -2.291  -0.53
H -2.110 2.307 -2.290  0.11
H -2.737 3.809 -1.512  0.28
H -2.793 2.351 -0.667  0.23
H -4.040 2.155 -3.243  0.30
O 1.988 -3.597 0.682  -0.64
H 1.897 -3.364 -0.242  0.32
H 1.652 -4.492 0.737  0.32
O -0.414 -0.726 0.549  -0.61
H 0.095 -1.458 0.897  0.30
H 0.243 -0.089 0.267  0.30
O 2.501 1.928 0.320  -0.63
H 2.160 2.338 -0.476  0.32
H 3.442 1.853 0.167  0.31
O -3.383 -1.459 -1.957  -0.64
H -3.780 -0.715 -1.504  0.33
H -4.034 -1.718 -2.610  0.30
O -3.504 -4.186 0.255  -0.63
H -3.860 -3.624 -0.433  0.33
H -2.663 -3.788 0.480  0.31
O 1.328 2.289 -2.917  -0.63
H 1.473 2.630 -3.800  0.30
H 1.125 1.363 -3.048  0.32

* energy relative to the best compared isomer or geometry (same formula, charge and spin): 262.3 kJ/mol
* orbital gap: 10.087 eV
* lowest unoccupied orbital energy: 0.08 eV
* SMILES: CO.CO.CO.CO.O.O.O.O.O.O
* E_HOMO: -10.0 eV
* net charge: 0



4.
This record from the Open Molecules 2025 dataset describes a gas-phase ion, C6H14N2 (charge +1) at a distorted geometry. The level of theory is ωB97M-V/def2-TZVPD.

Last column: Mulliken charge in e.
Element x y z (Å)
C -1.785 -0.818 -2.699  -1.21
C -1.764 -0.651 -1.175  -0.47
C -0.458 -1.109 -0.516  -0.58
C 0.675 -0.045 -0.629  -0.78
C 0.629 0.977 0.500  -0.56
N 1.192 0.476 1.708  -0.03
C 1.731 1.174 2.720  0.19
N 2.013 0.510 3.792  -0.42
H -0.920 -1.390 -2.966  0.36
H -1.904 0.153 -3.185  0.30
H -2.640 -1.371 -3.090  0.33
H -2.623 -0.986 -0.629  0.48
H -1.820 0.402 -0.925  0.18
H 0.000 -2.023 -0.894  0.36
H -0.680 -1.208 0.564  0.32
H 1.652 -0.547 -0.465  0.35
H 0.636 0.420 -1.634  0.41
H 1.155 1.888 0.187  0.42
H -0.401 1.398 0.626  0.32
H 1.010 -0.543 1.739  0.35
H 1.881 2.215 2.436  0.37
H 2.421 1.079 4.535  0.32

* multiplicity: 2
* energy relative to the best compared isomer or geometry (same formula, charge and spin): 97.6 kJ/mol
* orbital gap (alpha / beta): 10.669 / 6.312 eV
* lowest unoccupied orbital energy (alpha / beta): -3.79 / -8.14 eV
* E_HOMO (alpha / beta): -14.5 / -14.4 eV
* net charge: +1